A structure of composition C69H48AsN8STl. Source: OMol25; level of theory: ωB97M-V with the def2-TZVPD basis set.

```
128
Properties=species:S:1:pos:R:3:forces:R:3:lowdin_charge:R:1
Tl 0.106 -0.027 -0.163 -0.037 0.346 0.193 0.97
C 2.462 -6.989 2.671 -0.008 -0.016 0.058 -0.13
C 1.581 -6.311 3.504 -0.002 -0.032 -0.010 -0.11
C 1.024 -5.108 3.099 0.002 -0.063 -0.043 -0.05
C 1.335 -4.547 1.857 0.097 0.009 -0.020 -0.20
C 2.202 -5.253 1.019 0.056 0.063 0.062 -0.05
C 2.763 -6.455 1.426 0.023 -0.092 -0.031 -0.10
C 0.754 -3.246 1.442 -0.112 0.018 -0.038 -0.18
C -0.117 -3.254 0.338 -0.260 0.189 0.417 -0.31
C -0.546 -4.470 -0.317 -0.083 -0.099 -0.248 0.00
C -1.584 -4.146 -1.117 0.228 -0.191 0.129 -0.03
C -1.797 -2.729 -0.988 -0.574 0.129 -0.405 -0.27
N -0.841 -2.206 -0.131 0.451 0.441 0.214 0.05
C -2.885 -2.065 -1.517 0.534 -0.206 0.360 -0.08
C -3.090 -0.658 -1.513 -0.373 0.243 0.034 -0.28
C -4.341 -0.031 -1.714 0.124 -0.171 -0.051 -0.06
C -4.102 1.328 -1.689 0.098 0.112 0.034 -0.06
C -2.721 1.491 -1.471 -0.387 0.086 0.097 -0.26
C -0.780 3.038 -0.805 -0.219 0.058 -0.113 -0.33
C -0.258 4.475 -1.011 0.090 0.042 0.012 -0.13
C -1.122 5.569 -1.024 0.018 -0.015 -0.024 -0.05
C -0.647 6.861 -1.190 -0.022 0.015 0.028 -0.10
C 0.710 7.089 -1.369 0.011 0.057 0.007 -0.12
C 1.584 6.014 -1.323 -0.002 0.052 0.073 -0.09
C 1.106 4.726 -1.127 0.029 0.004 0.012 -0.01
C -0.861 2.866 0.711 -0.005 -0.038 0.136 -0.22
N -0.355 1.764 1.273 0.168 -0.002 -0.087 0.05
C -0.172 2.018 2.604 -0.400 0.137 0.080 -0.26
C 0.570 1.163 3.462 0.131 -0.444 -0.192 -0.07
C 1.086 1.771 4.714 0.112 0.058 0.142 -0.19
C 0.809 1.245 5.975 -0.096 -0.001 -0.070 -0.05
C 1.368 1.799 7.118 0.053 0.003 0.092 -0.10
C 2.230 2.882 7.023 -0.024 0.016 -0.014 -0.12
C 2.495 3.430 5.775 0.025 0.008 0.023 -0.09
C 1.920 2.889 4.637 0.027 -0.031 0.003 -0.03
C 0.952 -0.125 3.159 -0.022 0.531 0.314 -0.25
C 1.802 -0.939 3.995 0.109 -0.252 -0.075 -0.02
C 1.861 -2.165 3.428 0.077 0.140 0.225 -0.02
C 1.029 -2.127 2.239 -0.166 0.115 -0.134 -0.27
N 0.542 -0.875 2.064 -0.120 -0.306 -0.353 0.06
C -0.682 3.299 2.900 0.115 -0.125 0.039 -0.05
C -1.113 3.838 1.695 -0.250 -0.020 -0.096 -0.04
N -2.107 0.303 -1.339 0.014 -0.058 0.033 0.07
C -4.009 -2.891 -2.025 -0.149 -0.109 -0.150 -0.18
C -4.539 -3.924 -1.245 -0.059 0.158 0.029 -0.03
C -5.654 -4.635 -1.659 -0.051 -0.062 -0.047 -0.09
C -6.266 -4.336 -2.868 -0.003 -0.049 -0.009 -0.12
C -5.733 -3.337 -3.671 -0.007 -0.033 -0.045 -0.09
C -4.619 -2.627 -3.254 0.069 0.032 0.029 -0.05
H 2.906 -7.923 2.995 -0.006 -0.012 -0.039 0.08
H 1.314 -6.731 4.468 0.024 0.019 0.009 0.09
H 0.327 -4.591 3.746 0.009 0.048 -0.010 0.12
H 2.444 -4.826 0.053 0.016 0.025 0.009 0.09
H 3.446 -6.981 0.768 -0.004 0.024 -0.015 0.09
H -0.098 -5.440 -0.176 -0.081 -0.048 0.023 0.10
H -2.152 -4.808 -1.750 0.034 0.000 -0.055 0.11
H -5.293 -0.522 -1.834 -0.006 -0.054 -0.026 0.10
H -4.812 2.134 -1.806 -0.016 -0.007 -0.001 0.09
H -2.185 5.422 -0.888 -0.015 -0.028 -0.056 0.11
H -1.341 7.694 -1.169 -0.010 -0.014 -0.068 0.09
H 1.078 8.096 -1.534 0.019 -0.005 0.042 0.08
H 2.650 6.179 -1.428 0.000 -0.024 -0.021 0.09
H 1.805 3.905 -1.056 -0.028 -0.058 -0.021 0.12
H 0.154 0.386 6.053 -0.018 0.007 -0.033 0.12
H 1.134 1.380 8.090 0.013 -0.032 -0.016 0.09
H 2.695 3.292 7.911 -0.046 0.025 0.009 0.09
H 3.165 4.278 5.685 -0.006 0.000 -0.003 0.09
H 2.133 3.311 3.663 -0.022 -0.011 -0.015 0.13
H 2.296 -0.613 4.896 0.013 0.008 -0.010 0.10
H 2.414 -3.019 3.782 0.014 -0.013 -0.001 0.10
H -0.691 3.773 3.870 0.016 0.003 0.003 0.09
H -1.546 4.814 1.540 0.086 0.043 -0.025 0.09
H -4.082 -4.140 -0.289 -0.007 0.026 0.023 0.12
H -6.057 -5.419 -1.029 0.007 0.018 0.020 0.09
H -7.154 -4.873 -3.180 0.024 -0.025 -0.014 0.09
H -6.191 -3.109 -4.627 0.014 0.020 0.001 0.09
H -4.213 -1.843 -3.881 -0.027 0.037 0.027 0.10
N 4.812 -1.346 -0.003 0.147 -0.020 -0.013 0.03
C 3.645 -0.852 -0.583 -0.432 -0.159 -0.565 -0.87
S 2.350 -1.958 -0.882 0.128 0.035 0.012 0.67
N 3.611 0.385 -0.940 1.052 0.247 0.034 -0.02
N 2.408 0.872 -1.269 -0.685 -0.197 0.274 -0.09
C 2.113 1.451 -2.357 0.545 -0.065 -0.057 -0.15
C 0.788 2.097 -2.416 -0.432 0.283 -0.131 -0.41
C 0.352 2.684 -3.583 0.521 -0.162 0.205 -0.07
C -0.954 3.220 -3.804 -0.356 0.082 0.007 -0.11
C -2.018 3.309 -2.977 0.044 0.088 -0.092 -0.06
C -2.133 2.879 -1.536 0.366 -0.122 -0.063 -0.19
N 0.173 2.069 -1.238 0.009 -0.565 0.096 -0.01
H 4.650 -2.250 0.411 -0.009 0.019 0.085 0.05
H 5.249 -0.691 0.631 -0.002 0.040 -0.055 0.07
H 2.796 1.509 -3.206 0.054 0.040 0.019 0.13
H 1.058 2.730 -4.407 -0.013 -0.044 -0.008 0.10
H -1.113 3.595 -4.813 -0.049 0.001 0.012 0.09
H -2.921 3.753 -3.388 0.014 -0.017 -0.045 0.10
H -2.879 3.517 -1.050 0.013 0.010 -0.008 0.13
C -0.640 -5.504 -4.459 -0.015 -0.086 -0.025 -0.12
C 0.594 -5.114 -3.960 0.015 0.002 -0.074 -0.10
C 0.852 -3.775 -3.707 -0.007 0.067 0.061 -0.11
C -0.117 -2.806 -3.957 -0.106 -0.131 0.063 -0.34
C -1.349 -3.208 -4.463 0.038 0.065 -0.008 -0.11
C -1.612 -4.547 -4.712 -0.041 -0.024 0.010 -0.10
As 0.229 -0.927 -3.469 0.061 -0.210 -0.346 1.39
C 1.772 -0.797 -4.670 0.134 0.256 -0.158 -0.29
C 3.085 -1.148 -4.394 0.025 -0.061 0.191 -0.11
C 4.076 -0.958 -5.346 -0.009 -0.002 -0.108 -0.09
C 3.754 -0.421 -6.587 0.019 0.001 0.009 -0.10
C 2.447 -0.057 -6.871 -0.028 0.034 -0.034 -0.04
C 1.452 -0.224 -5.911 0.084 -0.105 0.130 -0.19
C 0.039 0.156 -6.063 -0.141 -0.019 0.044 -0.20
C -0.520 0.798 -7.163 0.013 0.012 -0.009 -0.04
C -1.874 1.104 -7.171 -0.017 0.002 0.007 -0.10
C -2.669 0.795 -6.075 -0.015 -0.002 -0.078 -0.09
C -2.107 0.194 -4.957 -0.024 -0.083 0.204 -0.09
C -0.763 -0.147 -4.955 -0.129 0.124 -0.112 -0.30
H -0.847 -6.552 -4.643 0.003 0.007 -0.005 0.09
H 1.361 -5.855 -3.768 -0.008 0.009 0.050 0.10
H 1.807 -3.480 -3.290 0.030 -0.009 0.022 0.06
H -2.115 -2.469 -4.662 0.008 -0.031 -0.001 0.08
H -2.586 -4.843 -5.087 0.001 0.015 -0.002 0.10
H 3.336 -1.550 -3.418 -0.004 0.011 0.035 0.06
H 5.103 -1.218 -5.120 -0.014 -0.020 0.031 0.10
H 4.528 -0.277 -7.333 -0.008 -0.003 -0.002 0.09
H 2.205 0.360 -7.842 -0.008 0.029 0.014 0.10
H 0.097 1.078 -8.009 0.007 -0.045 -0.010 0.10
H -2.309 1.602 -8.030 0.013 -0.008 -0.005 0.09
H -3.725 1.040 -6.087 0.014 0.044 0.054 0.10
H -2.708 0.010 -4.070 -0.036 0.045 -0.011 0.09
```
Forces are in eV/Å.

Its charge is -2. As for the highest occupied orbital energy: -0.836 eV. The spin multiplicity is 1. Its HOMO-LUMO gap is 4.84 eV. As for the molar mass: 1300.57 Da. The energy above the lowest of the compared OMol25 structures with the same formula, charge and spin comes out at 4.7 kcal per mole.